No. 1
Entry from the OMol25 dataset: a cluster of 2 separate species, H4O2 in total (the ωB97M-V functional and the def2-TZVPD basis).

Element x y z (Å)
O 0.069 -1.746 0.387
O 0.172 1.084 -0.239
H 0.300 -1.294 -0.391
H -0.144 1.946 0.236
H 0.020 -0.938 0.964
H -0.416 0.947 -0.956

Values from the calculation:
Total charge: 0
HOMO energy in eV: -11.100

No. 2
Entry from the OMol25 dataset: a cluster of 2 separate species, C3H8NS in total (the ωB97M-V functional and the def2-TZVPD basis).

Element x y z (Å)
S 2.387 -0.414 -0.648
N -0.244 0.967 -0.322
C -1.516 -1.024 0.085
C -0.541 -0.300 -0.670
C 2.073 0.669 0.481
H 1.285 0.430 1.241
H -1.302 -1.231 1.109
H 0.041 -0.843 -1.361
H -2.621 -0.626 0.162
H 2.411 1.708 0.485
H -1.668 -2.070 -0.266
H 0.423 1.459 -0.804
H -0.727 1.274 0.508

Values from the calculation:
Total charge: +1
Multiplicity: 3
HOMO energy (alpha / beta) in eV: -11.685 / -15.307

No. 3
Entry from the OMol25 dataset: the molecule C10H17NOSSi (the ωB97M-V functional and the def2-TZVPD basis).

Element x y z (Å)
S -1.233 -2.306 0.053
Si -1.014 1.847 -1.632
O -4.002 -2.135 -1.470
N 0.221 -0.262 -0.451
C -3.164 -1.254 -1.583
C 1.296 -0.862 2.310
C -0.562 2.995 -0.153
C 0.235 -1.359 0.245
C 2.658 -1.687 0.446
C 0.349 2.282 -2.911
C -0.008 -0.927 3.066
C -0.899 0.009 -1.058
C 1.365 -1.819 1.136
C -1.875 -1.114 -1.002
H -3.529 -0.329 -2.035
H 1.287 1.815 -2.712
H 0.062 -0.313 4.007
H -0.922 2.303 0.647
H 2.800 -0.630 0.148
H -2.330 2.084 -2.230
H 0.259 3.347 -3.073
H 1.124 -2.894 1.558
H 3.387 -2.219 0.979
H 1.505 0.119 1.920
H -0.263 -1.912 3.243
H 2.656 -2.168 -0.665
H -0.860 -0.487 2.470
H -0.057 1.879 -3.867
H 2.038 -1.184 2.911
H 0.472 3.160 -0.156
H -0.996 4.022 -0.138

Values from the calculation:
Total charge: 0
HOMO energy in eV: -9.021

No. 4
Entry from the OMol25 dataset: a structure of composition C17H29N3PPtS2 (the ωB97M-V functional and the def2-TZVPD basis).

Element x y z (Å)
Pt -0.446 -0.242 -0.587
S 1.429 0.698 -1.377
S 3.188 -0.647 -3.477
P -1.747 1.653 -0.486
N -1.644 -1.707 0.355
N 0.275 -1.925 -1.396
N 1.324 -1.907 -2.284
C -3.070 -3.916 1.251
C -2.351 1.838 2.206
C 0.367 3.242 0.496
C 3.867 1.007 -3.263
C -4.156 2.742 0.695
C 1.883 -0.719 -2.347
C -3.022 1.722 0.833
C -1.574 4.528 -0.359
C -3.146 2.771 -2.747
C -3.221 -2.684 1.854
C -0.782 3.226 -0.521
C -0.337 -3.022 -1.151
C -2.493 -1.604 1.375
C -2.150 -4.048 0.220
C -1.434 -2.939 -0.184
C -3.676 0.401 -2.063
C -2.600 1.488 -2.117
H -3.491 0.737 0.742
H -2.452 4.599 -0.995
H -3.808 3.765 0.807
H -4.887 2.557 1.484
H -3.059 1.574 2.994
H -1.967 -5.003 -0.254
H -4.680 2.659 -0.255
H -2.586 -0.630 1.826
H 3.080 1.755 -3.219
H -2.365 3.512 -2.917
H 0.909 2.303 0.562
H -3.932 3.231 -2.150
H -4.556 0.739 -1.511
H -1.889 4.657 0.677
H -3.998 0.158 -3.076
H -0.354 3.194 -1.531
H 4.497 1.062 -2.380
H -0.019 -3.953 -1.604
H -3.895 -2.540 2.687
H -0.921 5.367 -0.600
H 4.470 1.181 -4.152
H -0.008 3.475 1.493
H -2.034 2.865 2.390
H -3.576 2.525 -3.719
H -1.468 1.203 2.305
H -1.789 1.129 -2.759
H -3.318 -0.521 -1.600
H -3.634 -4.774 1.593
H 1.078 4.023 0.222

Values from the calculation:
Total charge: +1
HOMO energy in eV: -11.196

No. 5
Entry from the OMol25 dataset: a cluster of 3 separate species, H7NO2 in total (the ωB97M-V functional and the def2-TZVPD basis).

Element x y z (Å)
O -3.332 0.954 1.557
O 2.979 -1.125 -2.949
N 0.111 0.254 1.434
H 0.539 0.152 0.522
H -0.030 1.216 1.720
H 0.766 -0.142 2.098
H -2.514 0.573 1.895
H 3.409 -0.812 -3.782
H -3.775 0.302 1.010
H 3.704 -1.656 -2.555

Values from the calculation:
Total charge: -1
Multiplicity: 2
HOMO energy (alpha / beta) in eV: 1.340 / -6.434

No. 6
Entry from the OMol25 dataset: a cluster of 2 separate species, C9H14O2 in total (the ωB97M-V functional and the def2-TZVPD basis).

Element x y z (Å)
O -1.508 2.237 2.574
O -0.274 -3.239 0.388
C 1.383 -0.987 -1.752
C 0.354 -0.279 -2.340
C -0.323 1.330 2.280
C 0.571 0.933 -3.141
C -0.243 -2.211 -0.502
C 1.114 -1.967 -0.794
C -1.354 -1.521 -0.941
C -0.961 -0.607 -1.896
C 0.545 1.702 3.436
H -1.710 0.131 -2.277
H 1.009 1.636 -2.520
H 0.058 1.350 1.186
H 1.236 0.797 -4.030
H 1.601 1.065 3.631
H -2.371 -1.779 -0.780
H -0.403 1.335 -3.448
H -2.243 2.013 1.881
H 0.869 2.729 3.415
H 2.343 -0.837 -1.942
H -0.949 -3.081 0.923
H -0.591 0.305 2.585
H 0.025 1.397 4.445
H 1.821 -2.451 -0.381

Values from the calculation:
Total charge: 0
HOMO energy in eV: -8.416

No. 7
Entry from the OMol25 dataset: a structure of composition C12H30AsBF10N2Ni (the ωB97M-V functional and the def2-TZVPD basis).

Element x y z (Å)
As -15.440 0.474 3.613
Ni -14.597 0.583 -0.051
F -15.707 -1.307 3.430
F -17.174 0.317 -2.429
F -15.039 0.016 -1.917
F -16.430 -0.066 -0.320
F -15.015 0.573 1.870
F -17.156 0.821 3.311
F -16.406 -1.730 -1.732
F -13.714 0.148 3.911
F -15.718 0.395 5.354
F -15.159 2.233 3.704
N -12.855 -0.589 0.261
N -14.678 2.646 -0.502
C -13.305 3.192 -0.627
C -12.704 2.715 -1.934
C -11.038 -1.875 -0.971
C -15.745 4.571 -1.855
C -12.368 -1.113 -1.036
C -11.856 0.281 0.923
C -15.547 3.074 -1.610
C -13.251 -1.751 1.124
C -16.612 2.970 1.109
C -14.568 -2.438 0.633
C -15.122 3.302 0.742
C -10.865 -0.425 1.824
B -16.280 -0.378 -1.628
H -14.767 -3.377 1.150
H -10.177 0.321 2.221
H -16.802 1.907 1.257
H -13.498 -1.453 2.143
H -14.901 4.367 0.670
H -14.534 2.965 1.596
H -13.171 -1.701 -1.480
H -11.325 -0.936 2.670
H -11.332 0.923 0.215
H -15.394 -1.752 0.817
H -12.438 -2.471 1.213
H -12.306 -0.313 -1.773
H -16.388 4.662 -2.731
H -17.305 3.374 0.371
H -13.055 3.162 -2.864
H -14.682 -2.732 -0.411
H -16.848 3.485 2.041
H -13.282 4.282 -0.645
H -15.125 2.504 -2.438
H -10.216 -1.168 -0.856
H -10.990 -2.674 -0.231
H -16.536 2.624 -1.524
H -10.263 -1.255 1.453
H -10.806 -2.330 -1.934
H -14.787 5.047 -2.067
H -16.209 5.130 -1.042
H -12.716 2.846 0.222
H -12.895 1.647 -2.040
H -12.363 0.951 1.617
H -11.617 2.793 -1.938

Values from the calculation:
Total charge: 0
Multiplicity: 3
HOMO energy (alpha / beta) in eV: -11.017 / -11.087

No. 8
Entry from the OMol25 dataset: a structure of composition C21H46HfNOP3S (the ωB97M-V functional and the def2-TZVPD basis).

Element x y z (Å)
Hf 0.118 -0.145 0.323
S 1.342 -1.711 -1.371
P -0.810 2.058 1.651
P -2.519 -0.336 -0.153
P 2.313 1.470 0.330
O 0.230 -1.070 2.111
N 1.160 -2.330 3.712
C -2.375 1.963 2.590
C 1.230 -1.949 -6.534
C 0.272 2.684 2.995
C 1.574 -2.998 -5.772
C 2.204 -2.724 2.754
C -2.810 -1.653 -1.370
C -1.343 -1.564 -4.321
C 0.554 -1.199 -2.841
C 3.303 1.491 1.870
C 1.254 -2.840 5.081
C -1.167 -0.284 -4.854
C 2.204 3.242 -0.128
C 0.211 -1.502 3.344
C 0.789 0.041 -3.458
C -1.138 3.529 0.603
C -3.269 1.102 -1.022
C 3.610 0.966 -0.857
C -0.057 0.481 -4.473
C -0.440 -2.050 -3.380
C -3.798 -0.780 1.077
C -0.843 -1.039 4.303
H -2.263 -2.557 -1.076
H -4.750 -0.288 0.825
H 0.031 0.836 -1.146
H 3.180 0.849 -1.859
H 0.337 -3.361 5.375
H 1.585 0.682 -3.067
H -2.203 -2.168 -4.598
H -3.233 1.771 1.936
H 2.630 -3.294 -5.709
H 3.184 3.608 -0.460
H -3.493 -0.481 2.086
H 1.999 -1.284 -6.949
H -3.942 -1.869 1.064
H 1.860 3.862 0.707
H -2.427 -1.329 -2.341
H 2.796 -3.504 3.237
H 0.710 1.834 3.540
H -1.383 4.380 1.254
H -1.873 0.114 -5.587
H -3.470 1.924 -0.323
H 0.199 -1.756 -6.854
H -0.335 3.272 3.700
H 1.428 -2.036 5.806
H 1.769 -3.108 1.823
H 1.500 3.350 -0.961
H 0.149 1.431 -4.974
H -3.880 -1.871 -1.473
H -4.211 0.807 -1.505
H -0.987 -1.739 5.144
H 4.053 0.008 -0.560
H -0.570 -0.053 4.724
H 1.083 3.318 2.613
H -2.318 1.169 3.344
H 4.301 1.899 1.644
H 3.413 0.462 2.244
H -2.567 1.454 -1.789
H 4.380 1.751 -0.868
H -1.796 -0.936 3.764
H 0.839 -3.646 -5.295
H -0.528 -3.055 -2.962
H -2.525 2.923 3.105
H 2.858 -1.877 2.499
H -0.266 3.778 -0.011
H 2.836 2.093 2.658
H 2.085 -3.543 5.131
H -1.981 3.326 -0.067

Values from the calculation:
Total charge: +4
HOMO energy (alpha / beta) in eV: -20.069 / -20.080

No. 9
Entry from the OMol25 dataset: a structure of composition C31H38BClF3N11O4Pb (the ωB97M-V functional and the def2-TZVPD basis).

Element x y z (Å)
Pb -0.033 0.293 0.087
Cl -2.609 1.536 -1.959
F 1.174 2.217 2.572
F 2.731 0.962 1.780
F 1.157 0.120 3.041
O -1.156 1.586 -2.120
O -3.145 2.847 -2.005
O -3.173 0.705 -2.959
O -2.848 0.948 -0.648
N 0.180 -1.019 -2.932
N 1.895 -1.133 -0.526
N 1.416 0.169 -5.260
N 1.466 1.552 -1.235
N -0.622 -1.111 -1.841
N -1.101 2.778 1.012
N 2.394 -1.071 -1.785
N -1.544 2.210 3.247
N 1.576 1.144 -2.525
N 2.147 -0.493 -4.330
N 0.798 -3.882 1.098
C 3.216 -0.700 -6.255
C -2.345 5.239 1.402
C -2.953 -2.315 3.339
C 1.579 -4.482 0.041
C -1.275 -2.488 1.588
C -1.481 -1.143 1.379
C -2.924 -2.047 -1.361
C 2.658 -1.993 1.697
C -1.625 3.096 2.210
C -1.768 4.926 0.179
C -2.034 -3.058 2.621
C -3.194 -0.989 3.011
C 3.622 -1.611 -1.799
C 2.119 3.287 -2.456
C 2.811 -1.730 0.239
C -0.426 -1.603 -3.982
C 2.040 0.066 -6.419
C -0.480 -3.357 0.642
C 1.412 1.014 2.035
C -1.648 -2.071 -3.576
C -2.447 -0.390 1.997
C 3.241 -1.035 -4.928
C -2.263 4.328 2.427
C -1.751 -1.727 -2.225
C 3.929 -2.057 -0.536
C 1.507 0.715 -7.651
C 1.985 3.627 0.087
C 0.849 -4.554 2.372
C -1.164 3.697 0.038
C 1.805 2.849 -1.171
C 1.962 2.187 -3.273
B 1.581 -0.376 -2.908
H -2.977 -1.398 -0.498
H -0.687 3.433 -0.892
H 3.937 -0.957 -7.012
H -3.520 -2.789 4.129
H -1.126 -4.207 0.376
H 1.658 -3.790 -0.798
H -2.662 4.546 3.409
H 2.426 4.277 -2.743
H 3.246 -1.276 2.267
H 1.111 -5.408 -0.313
H 3.052 -2.982 1.938
H -2.392 -2.576 -4.166
H 3.962 -1.642 -4.415
H 0.491 0.378 -7.855
H -2.896 -3.091 -1.036
H 4.225 -1.651 -2.685
H -0.939 1.415 3.165
H 2.140 0.481 -8.503
H -1.928 -4.119 2.823
H -1.796 5.609 -0.656
H 2.114 2.103 -4.331
H 1.619 -1.920 2.020
H -2.831 6.193 1.556
H 4.835 -2.539 -0.210
H 2.877 3.272 0.606
H -3.970 -0.422 3.508
H 0.038 -1.660 -4.948
H -2.682 0.604 1.652
H 1.885 -4.767 2.630
H 2.579 -4.717 0.402
H 0.300 -5.502 2.340
H 0.421 -3.919 3.144
H 1.472 1.797 -7.524
H -3.827 -1.902 -1.951
H 1.141 3.539 0.761
H -1.708 2.559 4.173
H -0.279 -2.787 -0.270
H 2.131 4.676 -0.158

Values from the calculation:
Total charge: +1
Multiplicity: 2
HOMO energy (alpha / beta) in eV: -10.468 / -10.468

No. 10
Entry from the OMol25 dataset: a structure of composition C24H24GaN8O2 (the ωB97M-V functional and the def2-TZVPD basis).

Element x y z (Å)
Ga 0.000 0.000 0.000
O -0.125 2.505 1.046
O -1.829 0.000 0.000
N 0.000 1.897 0.000
N -2.289 1.862 -1.161
N 0.020 -0.071 -1.908
N 1.823 0.000 0.001
N 0.021 -0.071 1.925
N 8.798 -0.009 0.003
N 0.791 0.024 -4.637
N 0.813 -0.238 4.644
C 1.721 -0.194 3.633
C 6.708 -0.709 -0.979
C -5.229 1.600 -2.352
C 1.372 -0.111 2.289
C -0.485 -0.198 4.260
C -0.872 -0.116 2.934
C 1.706 0.048 -3.632
C 3.762 -0.093 1.225
C 2.387 -0.066 1.195
C 4.484 -0.035 -0.002
C 8.095 -0.666 -0.939
C -4.158 0.502 -0.310
C 5.968 -0.029 0.000
C 1.367 0.003 -2.284
C -4.032 2.427 -2.817
C -3.144 2.906 -1.676
C 3.761 0.015 -1.228
C -0.502 -0.048 -4.243
C 6.697 0.660 0.979
C 2.386 0.011 -1.195
C -2.677 0.754 -0.472
C 8.084 0.638 0.944
C -4.862 0.296 -1.645
C -0.879 -0.094 -2.912
H 2.753 -0.231 3.961
H -1.919 -0.151 -2.615
H -1.217 -0.234 5.059
H -5.793 -0.255 -1.460
H -1.239 -0.070 -5.038
H -1.915 -0.085 2.645
H -4.608 1.312 0.273
H -5.864 2.208 -1.696
H -1.284 1.979 -1.212
H 8.671 1.160 1.693
H -3.739 3.316 -0.853
H -5.839 1.355 -3.231
H 4.290 -0.168 2.168
H 8.691 -1.179 -1.689
H -3.443 1.852 -3.542
H -4.262 -0.412 0.288
H -4.419 3.306 -3.347
H -2.481 3.699 -2.039
H 6.205 1.227 1.764
H -4.252 -0.328 -2.310
H 2.734 0.106 -3.967
H 4.288 0.064 -2.174
H 6.226 -1.280 -1.765
H 0.000 -1.610 0.000

Values from the calculation:
Total charge: +3
HOMO energy (alpha / beta) in eV: -16.810 / -16.962

No. 11
Entry from the OMol25 dataset: the molecule C20H28FN3O4 (the ωB97M-V functional and the def2-TZVPD basis).

Element x y z (Å)
F -1.199 1.114 0.685
O -3.005 -5.168 2.174
O 2.874 0.120 1.404
O -1.184 5.780 0.622
O 0.118 -2.992 -1.576
N 0.268 -2.920 0.674
N 3.117 1.586 -0.263
N 1.145 0.316 -1.795
C 1.924 -1.722 -0.670
C -0.310 3.350 -1.999
C -1.167 3.448 0.619
C 0.702 -2.617 -0.574
C -0.920 -3.753 0.793
C -0.945 2.245 -0.013
C -0.196 0.820 -1.984
C 2.808 2.132 -1.563
C 2.232 1.005 -2.432
C 0.992 -2.593 1.883
C -1.958 -5.878 1.555
C -0.525 4.579 -1.398
C -1.000 7.017 -0.025
C 2.546 0.504 0.295
C -2.084 -3.025 1.472
C -3.293 -3.963 1.502
C -0.949 4.639 -0.074
C -0.497 2.150 -1.327
C 1.482 -0.241 -0.506
C -0.659 -5.069 1.530
H -1.824 -2.758 2.498
H 1.425 -1.595 1.844
H -0.345 -4.876 2.557
H -1.513 3.476 1.639
H -0.357 0.913 -3.062
H 2.085 2.951 -1.468
H 3.030 0.276 -2.619
H -1.836 -6.794 2.137
H -3.615 -4.178 0.471
H -0.365 5.477 -1.972
H -1.667 7.123 -0.886
H 0.037 7.151 -0.347
H 3.786 2.075 0.316
H 0.590 -0.231 0.128
H 1.797 -3.313 2.066
H -4.124 -3.511 2.047
H -0.880 0.056 -1.608
H -1.210 -3.981 -0.240
H 2.342 -1.847 -1.669
H 3.725 2.527 -2.011
H 0.010 3.325 -3.031
H 0.121 -5.640 1.024
H 0.307 -2.625 2.726
H -2.332 -2.114 0.928
H -1.247 7.775 0.717
H -2.244 -6.144 0.525
H 2.675 -1.982 0.073
H 1.898 1.402 -3.391

Values from the calculation:
Total charge: 0
HOMO energy in eV: -8.263

No. 12
Entry from the OMol25 dataset: the molecule C4H8OS (the ωB97M-V functional and the def2-TZVPD basis).

Element x y z (Å)
S 0.192 -0.433 -0.091
O -2.190 -0.017 1.068
C -2.134 -1.323 1.417
C 2.563 0.748 -1.173
C -1.073 0.535 0.616
C 1.118 0.635 -1.050
H 2.949 1.733 -1.459
H 0.458 1.315 -1.522
H 2.753 -0.024 -1.998
H -3.109 -1.743 1.145
H -1.443 -1.765 0.684
H 3.043 0.421 -0.229
H -1.824 -1.600 2.443
H -1.302 1.519 0.150

Values from the calculation:
Total charge: 0
Multiplicity: 3
HOMO energy (alpha / beta) in eV: -6.040 / -9.637

No. 13
Entry from the OMol25 dataset: a cluster of 2 separate species, H4O2 in total (the ωB97M-V functional and the def2-TZVPD basis).

Element x y z (Å)
O 0.542 -1.704 -0.807
O -0.421 2.097 0.820
H -0.337 1.258 0.283
H 0.883 -2.600 -0.895
H 0.584 -1.488 0.142
H -1.251 2.437 0.459

Values from the calculation:
Total charge: 0
HOMO energy in eV: -11.563

no.,strongest force on any atom (eV/Å)
1,3.60
2,5.86
3,4.74
4,1.15
5,0.87
6,9.18
7,5.12
8,2.86
9,2.45
10,9.82
11,0.50
12,3.10
13,2.00